DFT (wB97M-V/def2-TZVPD) results for C5H14N2 in the gas phase at a distorted geometry.

Structure (XYZ):
```
21
Properties=species:S:1:pos:R:3:mulliken_charge:R:1
C 0.82742 -2.63621 1.59953 -1.301
C 0.52336 -1.71830 0.38619 -0.288
C 1.05179 -0.28950 0.63570 -0.837
C 0.00067 0.80399 0.72335 -0.611
N -0.85057 0.84084 -0.46635 -0.245
C -1.03292 2.10015 -1.10142 -0.209
N -1.09708 1.93030 -2.55141 -0.655
H 1.80384 -2.44059 2.03686 0.339
H 0.03678 -2.49126 2.32102 0.313
H 0.78733 -3.70295 1.35571 0.346
H 1.05847 -2.07813 -0.48280 0.291
H -0.56096 -1.69904 0.28090 0.376
H 1.72721 -0.00875 -0.17476 0.337
H 1.72805 -0.18211 1.49536 0.424
H -0.57581 0.71494 1.64730 0.292
H 0.54703 1.74507 0.75919 0.318
H -0.58152 0.08756 -1.08039 0.202
H -0.21218 2.81480 -0.91868 0.233
H -1.92579 2.61199 -0.70425 0.219
H -1.75660 2.57199 -2.97928 0.237
H -1.49850 1.02523 -2.78176 0.220
```

Results
Largest force on an atom = 1.72 eV Å⁻¹
E = -308.381907 a.u.
Multiplicity = 1
Energy above the lowest of the compared OMol25 structures with the same formula, charge and spin = 25.8 kcal per mole

DFT (wB97M-V/def2-TZVPD) results for a gas-phase ion, C4H8NO5P (charge -2).

Structure (XYZ):
```
19
Properties=species:S:1:pos:R:3:mulliken_charge:R:1
C -0.14186 1.89280 0.25050 -1.612
C -0.26827 0.39162 0.42907 -0.034
C 0.74002 -0.35440 -0.44222 0.077
N 0.51724 -1.81019 -0.33496 -0.703
C 2.22720 -0.04925 0.00532 0.411
O 2.72260 -0.89175 0.78529 -0.767
O 2.78394 0.95553 -0.46769 -0.727
P -2.06020 0.00097 -0.00427 0.817
O -2.98299 0.72349 0.92499 -0.822
O -2.28113 0.14790 -1.48021 -0.785
O -2.12812 -1.61178 0.39104 -0.634
H -0.50598 2.15175 -0.74411 0.346
H -0.76585 2.40492 0.98279 0.358
H 0.89353 2.22202 0.34553 0.433
H -0.10283 0.12107 1.47943 0.306
H 0.59399 -0.03974 -1.48176 0.388
H 1.08070 -2.07310 0.48340 0.270
H 0.96871 -2.25707 -1.13170 0.223
H -1.29069 -1.92478 0.00956 0.458
```

Results
Largest force on an atom = 0.89 eV Å⁻¹
E = -929.691999 a.u.
Total charge = -2
Multiplicity = 1
Energy above the lowest of the compared OMol25 structures with the same formula, charge and spin = 0.0 kcal per mole

DFT (wB97M-V/def2-TZVPD) results for 2 unconnected molecules or ions with the total composition C5H11NO2 at a distorted geometry.

Structure (XYZ):
```
19
Properties=species:S:1:pos:R:3:mulliken_charge:R:1
O -2.03063 -0.32228 -1.18251 -0.618
C -1.61595 0.84137 -0.70689 0.078
C -0.99658 0.91480 0.80035 -0.681
N -2.26448 1.51975 0.35651 -0.606
H -1.21294 -1.10166 -0.96861 0.446
H -1.05610 1.49428 -1.37945 0.411
H -0.24047 1.64749 1.05336 0.305
H -1.11852 0.09061 1.48982 0.339
H -3.06979 0.98414 0.67416 0.315
C 1.47268 -1.00561 1.20274 -1.297
C 0.75701 -0.82581 -0.10597 1.015
C 1.47150 0.00456 -1.14000 -1.248
O -0.10323 -1.66825 -0.46113 -0.610
H 2.43135 -1.49384 1.01655 0.410
H 0.88756 -1.62362 1.88126 0.327
H 1.68712 -0.04072 1.66572 0.347
H 0.85157 0.14002 -2.02387 0.309
H 1.76947 0.97163 -0.73669 0.322
H 2.38043 -0.52684 -1.43536 0.435
```

Results
Largest force on an atom = 2.77 eV Å⁻¹
E = -402.263355 a.u.
Multiplicity = 1
Energy above the lowest of the compared OMol25 structures with the same formula, charge and spin = 72.0 kcal per mole

DFT (wB97M-V/def2-TZVPD) results for 8 unconnected molecules or ions with the total composition C27H62O9 at a distorted geometry.

Structure (XYZ):
```
98
Properties=species:S:1:pos:R:3:mulliken_charge:R:1
O -0.59320 -0.78982 2.84894 -0.334
C -0.56686 -0.20766 1.64121 0.537
C 0.05906 1.04011 1.37552 -0.728
C -0.17172 1.57821 0.13456 -0.137
C -0.90690 0.99848 -0.86450 0.335
O -1.16743 1.58561 -2.07124 -0.329
C -1.43948 -0.29624 -0.64580 -0.516
C -1.24070 -0.86656 0.60089 -0.179
H -0.09438 -0.23487 3.45697 0.112
H 0.65828 1.50806 2.16188 0.064
H 0.30464 2.52482 -0.09279 0.550
H -0.93620 2.54445 -2.08588 -0.186
H -1.99006 -0.78937 -1.43058 0.267
H -1.64404 -1.87101 0.78535 0.449
C 2.19991 3.58638 3.58988 -1.071
C 3.09924 3.60572 2.35477 0.942
C 3.34229 4.96272 1.79160 -1.380
O 4.33895 2.94655 2.79439 -0.584
H 2.36826 2.60722 4.11298 0.028
H 1.18277 3.62990 3.17223 0.366
H 2.33895 4.39499 4.29570 0.487
H 2.54129 2.96278 1.63835 -0.120
H 3.97982 4.94979 0.93189 0.402
H 3.83921 5.66495 2.49928 0.326
H 2.36893 5.42933 1.48718 0.312
H 4.84668 2.78556 2.02512 0.329
C -0.53694 -4.54481 5.98033 -1.375
C -0.29350 -3.77169 4.70187 0.929
C 0.07628 -4.79376 3.62168 -1.205
O -1.43747 -3.04301 4.44919 -0.560
H -0.71303 -3.83865 6.81683 0.235
H 0.36110 -5.12505 6.14920 0.397
H -1.38382 -5.15743 5.78126 0.383
H 0.52109 -3.08245 4.84632 0.066
H -0.85331 -5.41540 3.56016 0.320
H 0.98639 -5.39456 3.83128 0.361
H 0.35092 -4.30972 2.65965 0.165
H -1.19899 -2.39096 3.74443 0.375
C 1.19802 0.58616 7.35613 -1.739
C 0.52514 -0.30433 6.37709 1.025
C -0.91369 -0.74085 6.81527 -1.151
O 0.37938 0.45760 5.10133 -0.604
H 2.22940 0.63647 7.08470 0.450
H 1.26262 0.26334 8.41364 0.380
H 0.79200 1.57770 7.26005 0.386
H 1.11917 -1.21015 6.18504 0.018
H -1.38347 -0.98423 5.85461 0.242
H -1.41087 0.10855 7.24759 0.446
H -0.79647 -1.59555 7.48477 0.225
H 0.93444 1.22132 5.14755 0.118
C -0.61776 5.50988 -4.57114 -1.639
C -0.77880 5.07837 -3.13514 0.859
C -2.23097 4.84503 -2.87025 -1.522
O 0.03278 3.87842 -2.87753 -0.416
H 0.38319 5.60117 -4.88760 0.508
H -1.02949 6.52379 -4.72064 0.374
H -1.16073 4.83336 -5.23426 0.397
H -0.48912 5.91976 -2.48615 0.184
H -2.76096 5.83065 -2.72872 0.387
H -2.38600 4.22127 -2.02495 0.463
H -2.67294 4.35736 -3.77199 0.263
H 0.64011 3.89276 -3.61704 0.192
C 2.29954 -1.33192 -4.31966 -1.526
C 1.77324 -0.20933 -3.47525 1.310
C 2.73767 0.99844 -3.46776 -1.411
O 0.51303 0.24119 -4.03792 -0.781
H 1.45885 -2.01100 -4.44427 0.319
H 3.13110 -1.83563 -3.90605 0.414
H 2.62661 -0.92577 -5.27675 0.394
H 1.61041 -0.53668 -2.44956 -0.051
H 2.53423 1.56232 -2.56526 0.313
H 2.65174 1.66081 -4.36427 0.271
H 3.80385 0.77143 -3.38417 0.384
H 0.02994 0.76095 -3.37829 0.193
C 0.55866 -3.28368 -1.53750 -0.413
C -0.50441 -4.23495 -2.09999 0.323
C -1.87643 -3.78956 -1.68265 -0.839
O -0.39052 -4.40252 -3.53611 -0.631
H 1.55242 -3.67148 -1.60241 0.432
H 0.37206 -3.25143 -0.45122 0.041
H 0.57974 -2.27787 -2.01275 -0.365
H -0.34502 -5.22472 -1.71454 0.544
H -2.22961 -2.93030 -2.24548 -0.152
H -1.94388 -3.73927 -0.58999 0.347
H -2.59483 -4.57751 -1.83993 0.352
H -0.59253 -3.53676 -3.89587 0.297
C -2.80089 -2.75080 -5.62156 -1.310
C -2.18761 -1.42605 -5.33073 0.628
C -3.25684 -0.36529 -4.86391 -1.155
O -1.20132 -1.73777 -4.29413 -0.112
H -3.66964 -2.77878 -6.32259 0.415
H -3.20704 -3.15316 -4.68555 0.234
H -2.13138 -3.52354 -6.00078 0.328
H -1.74329 -0.96108 -6.25030 0.318
H -3.55705 -0.69997 -3.85432 0.229
H -4.13697 -0.27395 -5.52516 0.419
H -2.82651 0.61478 -4.62602 0.187
H -0.49836 -1.05959 -4.39976 0.178
```

Results
Largest force on an atom = 2.56 eV Å⁻¹
E = -1743.055151 a.u.
Multiplicity = 1

DFT (wB97M-V/def2-TZVPD) results for 8 unconnected molecules or ions with the total composition C58H71N11O7S3 at a distorted geometry.

Structure (XYZ):
```
150
Properties=species:S:1:pos:R:3:mulliken_charge:R:1
C -0.33637 -4.73873 0.36432 -0.983
C -0.37515 -3.75156 -0.98539 0.342
C -1.22471 -4.56143 -2.12892 -0.779
C -1.94807 -3.55864 -3.25576 -0.547
N -2.32673 -2.21966 -2.75240 0.321
C -3.40753 -1.48704 -3.55058 0.269
C -2.84295 -1.49077 -5.10088 -0.685
C -3.33897 -2.64223 -6.11908 0.159
C -2.74516 -2.24432 -7.63138 0.255
N -3.51730 -2.51870 -8.90789 -0.668
O -1.54402 -1.61640 -7.70153 -0.554
C -4.77835 -2.34192 -3.29923 -0.449
C -5.00716 -3.02232 -1.82907 0.277
C -5.67266 -2.40222 -0.48951 -0.290
C -5.83200 -3.30028 0.82799 -0.301
N -5.47660 -4.71713 1.11479 -0.511
C -4.92071 -5.26894 -0.15244 -0.358
C -4.64643 -4.59957 -1.58204 -0.451
S -6.29423 -1.29796 -3.81346 1.390
O -7.54152 -1.87841 -3.03317 -0.665
O -6.59819 -1.60575 -5.29713 -0.691
O -6.11186 0.27851 -3.34936 -0.440
C -4.82052 0.91846 -3.57123 0.020
C -4.61351 1.69717 -4.98102 -0.669
C -5.70554 1.35184 -6.17249 -0.501
C -5.04685 0.43596 -7.40751 -0.405
C -3.49796 0.09118 -2.96190 -0.361
C -2.13043 0.95444 -3.19349 -0.264
C -2.13066 2.53650 -2.88585 -0.859
C -2.77565 3.12841 -1.53536 -0.591
S -1.46967 3.35231 -0.15736 0.876
O -2.07585 3.00913 1.24775 -0.321
O -1.12105 4.89014 -0.07880 -0.694
O 0.00205 2.55909 -0.48814 -0.423
N -3.89068 -0.00927 -1.50601 -0.131
C -2.90112 -0.03186 -0.59991 0.294
S -1.57820 -0.18713 0.49493 -0.095
H -0.52786 -5.86004 0.08169 0.264
H -1.24808 -4.38433 1.03896 0.256
H 0.62903 -4.54839 1.00004 0.294
H 0.74161 -3.50005 -1.28953 0.331
H -0.86384 -2.75277 -0.62143 -0.391
H -0.42471 -5.19799 -2.74575 0.261
H -1.96389 -5.34365 -1.67052 0.263
H -2.77571 -4.21001 -3.76106 0.030
H -1.10175 -3.41176 -4.08580 0.336
H -1.44982 -1.66644 -2.66882 0.589
H -1.64710 -1.52766 -5.09356 0.177
H -3.05560 -0.46763 -5.68067 0.041
H -4.48870 -2.82791 -6.20103 0.144
H -2.85304 -3.70829 -5.88895 0.197
H -3.56301 -3.54955 -9.08304 0.279
H -4.48560 -2.11046 -8.81033 0.345
H -4.89801 -3.29729 -4.01142 0.707
H -6.03260 -1.27942 -0.50927 0.254
H -6.32079 -2.73485 1.76184 0.276
H -4.62918 -6.42630 -0.07142 0.277
H -4.18401 -5.24371 -2.45873 0.342
H -4.88036 1.81976 -2.77490 0.286
H -3.55330 1.61552 -5.47907 0.249
H -4.74576 2.87608 -4.81372 0.418
H -5.97733 2.38059 -6.71826 0.348
H -6.72996 0.93869 -5.78903 0.259
H -5.69661 0.58094 -8.39429 0.390
H -3.96656 0.83059 -7.68047 0.212
H -5.04392 -0.70965 -7.18247 -0.297
H -1.82566 0.91369 -4.35203 0.207
H -1.16135 0.49363 -2.66572 0.439
H -2.58678 3.16488 -3.79463 0.254
H -0.98147 2.87183 -2.88301 0.351
H -3.71634 2.58660 -1.10040 0.356
H -3.13228 4.24479 -1.76754 0.441
H 0.57973 3.06385 -1.13245 0.366
C 2.27944 2.64599 2.39348 -0.535
C 3.39859 2.25267 3.11963 0.085
C 3.20660 1.73134 4.38908 -0.748
N 1.99361 1.58575 4.96597 -0.560
C 0.92599 1.97799 4.23742 -0.830
C 1.01654 2.50671 2.95985 -0.035
H 2.39032 3.05788 1.39462 0.468
H 4.39641 2.34923 2.70697 0.354
H 4.04829 1.40713 4.99416 0.835
H -0.03716 1.85274 4.72422 0.603
H 0.12463 2.80335 2.41970 0.347
C 7.66752 3.83842 7.26064 -0.323
C 8.18154 2.70216 6.64486 -0.523
C 7.31300 1.89568 5.92694 -0.792
N 5.99226 2.14663 5.79269 -0.092
C 5.52192 3.25594 6.40314 -0.187
C 6.31167 4.12472 7.13897 -0.583
H 8.31790 4.49534 7.83083 0.395
H 9.23326 2.45069 6.72161 0.482
H 7.66667 0.99947 5.42557 0.697
H 4.45707 3.43406 6.28201 0.360
H 5.88045 5.00268 7.60642 0.489
C 0.38485 -6.34668 -9.32010 -0.123
C 0.47488 -4.96512 -9.45317 -0.705
C 0.08302 -4.17641 -8.38334 -0.161
N -0.38609 -4.67145 -7.21705 -0.206
C -0.46376 -6.01630 -7.11808 0.021
C -0.09263 -6.88666 -8.13033 -0.703
H 0.68401 -6.99728 -10.13672 0.365
H 0.84177 -4.51321 -10.36773 0.374
H 0.13753 -3.09300 -8.43718 0.432
H -0.84594 -6.38894 -6.17183 0.348
H -0.17437 -7.95916 -7.99502 0.365
C -4.79200 3.32991 4.66312 -0.435
C -4.10812 2.82040 3.56439 -0.327
C -3.36146 1.66556 3.73460 -0.110
N -3.25526 1.00578 4.90881 -0.509
C -3.92890 1.52530 5.95797 -0.337
C -4.70373 2.67173 5.88546 -0.299
H -5.38861 4.23248 4.56789 0.382
H -4.15566 3.31039 2.59852 0.358
H -2.81235 1.22697 2.90648 0.535
H -3.82553 0.97784 6.89066 0.367
H -5.22512 3.04299 6.76044 0.377
C 6.13973 -1.99380 9.04245 -0.411
C 6.99651 -3.08892 9.07644 -0.302
C 8.29760 -2.91759 8.63151 -0.248
N 8.78312 -1.74751 8.16190 -0.561
C 7.92736 -0.70270 8.13933 -0.215
C 6.61103 -0.77482 8.56593 -0.229
H 5.11321 -2.08936 9.38418 0.361
H 6.65954 -4.05264 9.44104 0.359
H 9.00543 -3.74133 8.64115 0.366
H 8.34114 0.22562 7.75552 0.505
H 5.96861 0.09756 8.52710 0.384
C 1.40271 6.29041 4.26340 -0.216
C 2.58768 7.01824 4.23848 -0.445
C 3.44156 6.91830 5.32524 -0.256
N 3.18850 6.15659 6.41203 -0.464
C 2.02952 5.46289 6.40827 -0.254
C 1.11485 5.49532 5.36797 -0.309
H 0.70912 6.34244 3.42921 0.452
H 2.84064 7.64787 3.39300 0.375
H 4.38003 7.46441 5.35172 0.350
H 1.84855 4.86023 7.29392 0.352
H 0.20012 4.91562 5.41768 0.430
C 7.85624 0.13092 0.44210 -0.388
C 7.58623 0.61132 1.71913 -0.499
C 6.88166 1.79861 1.83768 -0.146
N 6.44369 2.52088 0.78322 -0.478
C 6.72242 2.03025 -0.44399 -0.267
C 7.41660 0.85137 -0.66369 -0.336
H 8.40489 -0.79701 0.30951 0.368
H 7.91603 0.07401 2.60106 0.371
H 6.64342 2.21306 2.81294 0.638
H 6.36161 2.63031 -1.27469 0.373
H 7.61049 0.50355 -1.67200 0.364
```

Results
Largest force on an atom = 8.62 eV Å⁻¹
E = -4575.506753 a.u.
Multiplicity = 1

DFT (wB97M-V/def2-TZVPD) results for 2 unconnected molecules or ions with the total composition C6H7N at a distorted geometry.

Structure (XYZ):
```
14
Properties=species:S:1:pos:R:3:mulliken_charge:R:1
C -3.07704 -0.15012 0.63792 0.038
C -0.67845 0.01213 -1.43130 -0.383
C -1.12089 0.10537 -0.21524 -0.391
C 0.26283 0.10006 -0.03492 1.228
C 1.03612 1.30891 0.31537 -1.408
C 0.95722 -1.19862 0.23581 -1.333
N -4.05724 -0.29636 1.18564 -0.332
H -0.67022 -0.17780 -2.48172 0.392
H 1.69897 1.12056 1.09305 0.433
H 0.42593 2.24354 0.45514 0.335
H 1.71535 1.56351 -0.49679 0.335
H 1.61005 -1.39496 -0.59135 0.359
H 0.22892 -2.08808 0.23657 0.329
H 1.66845 -1.14812 1.09182 0.399
```

Results
Largest force on an atom = 6.37 eV Å⁻¹
E = -287.346752 a.u.
Multiplicity = 1
Energy above the lowest of the compared OMol25 structures with the same formula, charge and spin = 150.9 kcal per mole

DFT (wB97M-V/def2-TZVPD) results for a gas-phase ion, C3H4N3O2S (charge -1) at a distorted geometry.

Structure (XYZ):
```
13
Properties=species:S:1:pos:R:3:mulliken_charge:R:1
C -1.00753 1.04288 0.86872 -0.655
C -2.10395 0.43431 0.60740 -0.060
C -0.32520 -0.89638 -0.61272 -0.452
N 1.48640 0.67241 -0.83224 -0.933
N 0.18850 0.43100 -0.80099 0.052
N 2.36438 0.06697 -0.15039 1.300
O 2.01278 -0.80963 0.62354 -0.685
O 3.54511 0.38173 -0.32709 -0.754
S -2.13637 -0.82424 -0.59328 -0.165
H -0.69454 1.89027 1.45786 0.293
H -3.09476 0.36306 1.01970 0.320
H -0.10000 -1.38590 -1.57717 0.410
H -0.13483 -1.36648 0.31666 0.328
```

Results
Largest force on an atom = 4.89 eV Å⁻¹
E = -829.427968 a.u.
Total charge = -1
Multiplicity = 1
Energy above the lowest of the compared OMol25 structures with the same formula, charge and spin = 175.9 kcal per mole

DFT (wB97M-V/def2-TZVPD) results for 2 unconnected molecules or ions with the total composition C3H3Cl2FO at a distorted geometry.

Structure (XYZ):
```
10
Properties=species:S:1:pos:R:3:mulliken_charge:R:1
C -0.85293 -0.62462 -0.35621 -0.005
C 1.62151 0.02989 1.61349 -0.011
C -0.45412 0.59463 -1.17793 0.158
O -0.48008 -0.83356 0.77341 -0.439
F 2.01066 -1.20833 1.93105 -0.136
Cl -1.94022 1.53706 -0.85318 -0.139
Cl -0.03325 0.34760 -2.81193 -0.138
H -1.49467 -1.24747 -0.92679 0.391
H 1.16558 0.47139 2.50948 0.089
H 0.45752 0.93340 -0.70141 0.231
```

Results
Largest force on an atom = 2.23 eV Å⁻¹
E = -1211.438394 a.u.
Multiplicity = 1
Energy above the lowest of the compared OMol25 structures with the same formula, charge and spin = 84.2 kcal per mole